Formula: C22H72InNO13P
Source: the Open Molecules 2025 dataset
Level of theory: ωB97M-V/def2-TZVPD

The geometry in XYZ format:
```
110
Properties=species:S:1:pos:R:3:forces:R:3:mulliken_charge:R:1
N -0.804029 -1.141281 -4.147130 0.301 0.541 -1.307 -0.6628
In -1.900004 0.534792 -4.932676 0.608 0.071 -0.267 0.3664
P -4.426897 0.166933 -4.897122 -0.461 1.160 -0.673 0.0776
O -4.634582 -1.352540 -5.596574 -1.468 0.818 0.347 -0.5542
O -4.988791 0.101950 -3.303302 -0.415 0.299 -0.698 -0.4762
H -1.325586 -1.987972 -4.168835 -0.475 -0.781 0.057 0.1162
H -0.522648 -0.964751 -3.221214 0.206 0.160 1.476 0.2031
H -1.446988 0.664691 -6.661375 -0.178 -0.102 0.141 -0.3538
H -1.446656 2.039223 -4.130454 -0.003 -0.356 0.127 -0.2582
H -3.858989 -1.848139 -5.464079 1.561 -1.174 0.204 0.3034
H -4.780399 -0.713010 -2.880643 0.563 -0.963 0.711 0.2752
C -2.967772 5.454283 -1.997424 0.135 -0.024 -0.088 -0.9502
C -2.492128 4.259429 -2.811199 0.281 0.498 0.004 -0.1849
O -2.112477 4.651129 -4.123956 -0.515 -0.070 -0.079 -0.5238
H -3.818713 5.930856 -2.487953 -0.046 -0.042 -0.036 0.2684
H -3.262961 5.152805 -0.994177 0.058 0.017 -0.022 0.2425
H -2.176181 6.206158 -1.918917 0.048 -0.054 0.022 0.3225
H -3.286436 3.523822 -2.899188 0.019 -0.122 -0.178 0.4093
H -1.637840 3.776710 -2.325471 -0.113 -0.104 0.097 0.1188
H -1.401347 5.285238 -4.034497 0.335 0.116 0.118 0.3021
C 2.385032 -1.887832 -1.563787 0.036 -0.059 0.022 -1.2001
C 1.764350 -3.270945 -1.454354 -0.167 0.442 -0.674 0.0841
O 0.420072 -3.257326 -1.918560 0.129 -0.226 0.050 -0.5805
H 1.803787 -1.167481 -0.989489 -0.021 0.012 0.073 0.2530
H 3.412318 -1.883798 -1.195165 0.023 -0.007 0.001 0.2988
H 2.385311 -1.549403 -2.600436 0.015 -0.014 -0.055 0.4808
H 1.742941 -3.598814 -0.427273 -0.076 -0.059 0.250 0.1104
H 2.345931 -3.997955 -2.036205 0.072 0.068 0.066 0.1386
H 0.430559 -2.965901 -2.842201 -0.149 0.280 0.014 0.2330
C 2.839304 -1.597116 2.883751 0.031 -0.008 -0.222 -0.9151
C 2.916515 -3.082429 2.584921 0.264 0.069 -0.013 -0.1798
O 3.390182 -3.363364 1.259954 -0.375 -0.271 0.396 -0.4250
H 2.189921 -1.096027 2.168160 -0.079 -0.004 -0.044 0.2974
H 2.457985 -1.416170 3.888835 0.048 -0.026 0.045 0.1134
H 3.824270 -1.132634 2.808228 0.048 -0.004 0.068 0.3551
H 1.928052 -3.532436 2.648717 -0.031 -0.084 -0.050 0.2700
H 3.567416 -3.581639 3.313067 -0.111 -0.015 0.028 0.3188
H 4.267895 -2.995841 1.169213 0.312 0.178 -0.045 0.2220
C 2.293187 5.503645 -0.789067 -0.146 0.028 -0.049 -0.8032
C 1.149815 4.919547 -1.599036 0.297 0.191 -0.293 -0.2461
O 0.645861 5.874113 -2.542998 -0.433 -0.153 0.409 -0.4960
H 1.959586 6.395917 -0.257563 -0.031 0.008 0.050 0.0692
H 2.677797 4.789263 -0.064557 0.054 -0.026 0.028 0.2290
H 3.115577 5.802980 -1.444539 0.033 -0.065 -0.010 0.4261
H 0.319372 4.643171 -0.954830 -0.131 0.036 -0.035 0.2760
H 1.475369 4.024537 -2.137413 -0.058 -0.071 0.097 0.2881
H 1.368813 6.105604 -3.121163 0.272 0.087 -0.296 0.2605
C -1.866288 -6.354195 -3.949146 -0.111 0.072 -0.005 -0.9717
C -1.915847 -4.844040 -3.794428 -0.314 -0.242 -0.458 0.3020
O -2.041684 -4.205502 -5.071435 0.298 0.095 0.436 -0.5124
H -1.031069 -6.643533 -4.586296 0.070 0.021 0.006 0.2614
H -1.751756 -6.839389 -2.981784 0.024 0.034 -0.027 0.2126
H -2.781565 -6.725340 -4.424209 -0.014 0.021 0.059 0.4392
H -1.000247 -4.488197 -3.344672 0.122 0.149 0.045 -0.1110
H -2.749797 -4.547720 -3.147257 0.074 -0.002 0.039 0.2294
H -2.861758 -4.513907 -5.451410 -0.324 -0.058 -0.253 0.2878
C -6.870446 6.284252 0.789069 0.113 -0.027 0.051 -1.1796
C -5.658050 5.927424 -0.055247 -0.220 -0.340 0.185 -0.1751
O -4.659267 5.251930 0.711208 -0.069 0.567 0.037 -0.5355
H -6.576751 6.917986 1.625040 0.019 0.067 0.017 0.2888
H -7.620820 6.809594 0.197539 -0.016 -0.009 -0.030 0.3471
H -7.329408 5.384964 1.204884 -0.055 -0.028 -0.050 0.3434
H -5.200200 6.826438 -0.456510 0.171 0.014 -0.013 0.3109
H -5.954399 5.293814 -0.896709 -0.005 0.102 -0.076 0.2983
H -5.051729 4.450821 1.052434 -0.105 -0.354 0.104 0.2878
C 2.081359 -2.452364 7.193658 0.013 0.100 -0.078 -0.9562
C 1.922204 -0.971475 7.493433 -0.231 -0.092 -0.199 -0.2698
O 1.825777 -0.191742 6.302144 0.370 0.007 0.301 -0.4962
H 2.966560 -2.620843 6.582463 0.079 -0.006 0.000 0.2157
H 2.174066 -3.033773 8.111189 -0.018 -0.006 0.026 0.3741
H 1.221297 -2.827321 6.635322 -0.055 -0.027 0.044 0.3000
H 2.788033 -0.597063 8.033573 0.050 0.085 0.007 0.2715
H 1.034538 -0.801998 8.113210 0.068 -0.015 0.078 0.2695
H 1.059572 -0.495198 5.817780 -0.290 -0.047 -0.198 0.2705
C 2.385298 -6.612398 -0.588118 -0.012 -0.238 0.011 -0.0312
C 2.301964 -7.051505 0.858369 0.136 0.281 0.035 -0.2546
O 3.475904 -6.674914 1.581204 -0.141 -0.307 0.052 -0.5851
H 3.256148 -7.050198 -1.075931 0.019 -0.091 0.019 0.3103
H 1.490897 -6.896894 -1.146188 -0.022 0.047 0.003 0.1997
H 2.489912 -5.535757 -0.628568 -0.031 0.094 -0.047 -0.4169
H 2.215073 -8.134179 0.939321 0.063 -0.050 0.078 0.2684
H 1.422949 -6.602637 1.337823 -0.053 -0.098 -0.050 0.2326
H 3.547507 -5.718566 1.512880 0.055 0.272 -0.081 0.2967
C 3.352275 5.060186 3.818537 0.046 -0.066 -0.097 -0.8385
C 3.871439 3.881837 3.016526 0.290 0.365 -0.001 -0.2324
O 4.270778 4.282143 1.702896 -0.352 -0.478 0.068 -0.4742
H 2.516648 5.525813 3.304164 -0.091 0.046 0.002 0.0794
H 3.025364 4.750946 4.811295 0.005 -0.013 0.038 0.3579
H 4.124576 5.824461 3.930816 0.025 -0.014 0.060 0.2991
H 3.093001 3.138252 2.888279 -0.090 -0.137 -0.112 0.2635
H 4.715589 3.403412 3.525720 -0.060 -0.050 0.040 0.2725
H 4.968376 4.927731 1.787349 0.266 0.292 0.047 0.2595
C 0.519714 8.797961 1.504979 0.103 -0.005 0.101 -1.0835
C 0.412360 7.883930 2.712021 0.080 0.281 0.097 -0.1497
O 1.569343 7.960394 3.552588 -0.156 -0.444 -0.258 -0.4934
H 1.402578 8.548255 0.919805 0.032 -0.050 -0.061 0.2389
H -0.358159 8.710904 0.865557 -0.032 -0.015 -0.005 0.2920
H 0.616652 9.840323 1.818626 -0.068 0.023 0.006 0.4136
H 0.333016 6.847030 2.395684 0.027 -0.093 0.034 0.2457
H -0.479940 8.130143 3.297946 -0.032 -0.080 -0.055 0.2741
H 1.653886 8.861574 3.854502 0.036 0.383 0.116 0.2738
C -1.204600 -10.725678 -0.494401 0.017 0.077 -0.085 -1.1023
C -1.269228 -9.210241 -0.407293 -0.251 -0.092 -0.168 -0.0250
O -1.412511 -8.603772 -1.691072 0.440 -0.113 0.449 -0.4519
H -0.374958 -11.031627 -1.128997 0.081 -0.010 -0.010 0.2857
H -1.074980 -11.172833 0.491766 -0.016 0.007 0.025 0.3466
H -2.119880 -11.125671 -0.935471 -0.053 -0.014 0.051 0.3503
H -0.349398 -8.814319 0.015988 0.051 0.089 -0.003 0.0195
H -2.101409 -8.902991 0.235981 0.079 0.004 0.078 0.2782
H -2.224301 -8.926730 -2.078448 -0.302 -0.084 -0.197 0.2582
```
Positions in Å, forces in eV/Å.

Output
HOMO level   -2.993 eV
Total energy   -2445.63885 Ha
Spin multiplicity   1
Lowest unoccupied orbital energy   1.9 eV
Net charge   -1